No. 1
# C29H58Cl2O20

A 8-piece molecular cluster, C29H58Cl2O20 overall at a distorted geometry (ωB97M-V/def2-TZVPD, the Open Molecules 2025 dataset).

Last column: Mulliken charge in e.
Cartesian coordinates (Å):
C 2.105 14.030 -14.785  -0.41
Cl 2.990 14.687 -13.343  0.00
Cl 0.308 14.329 -14.551  -0.19
H 2.406 14.607 -15.659  0.34
H 2.322 12.968 -14.902  0.24
C -2.326 10.632 -4.157  -0.97
C -1.539 11.291 -3.000  -0.01
O -0.900 10.318 -2.148  -0.30
C -0.455 10.731 -0.898  0.83
O -0.509 11.880 -0.445  -0.62
O -0.052 9.722 -0.213  -0.33
C 0.296 9.942 1.131  -0.73
H -3.191 11.230 -4.443  0.37
H -2.781 9.671 -3.918  0.37
H -1.745 10.564 -5.076  0.00
H -2.253 11.809 -2.359  0.37
H -0.826 12.074 -3.256  0.13
H 0.002 10.928 1.490  0.34
H 1.384 9.949 1.207  0.28
H -0.146 9.269 1.866  0.28
C 4.029 14.320 -9.299  -0.89
C 2.632 14.902 -9.763  0.91
O 1.922 15.078 -8.631  -0.18
C 0.923 14.317 -8.317  0.62
O 0.280 13.544 -9.111  -0.66
O 0.399 14.767 -7.110  -0.23
C -0.486 13.981 -6.254  -0.43
H 4.175 14.568 -8.248  0.33
H 4.739 14.882 -9.906  -0.01
H 3.982 13.232 -9.336  0.45
H 2.167 14.381 -10.600  -0.44
H 2.796 15.857 -10.261  -0.30
H -1.399 13.628 -6.734  0.37
H -0.898 14.523 -5.403  0.34
H 0.090 13.222 -5.724  -0.08
C 7.033 15.879 -12.711  -1.15
C 6.848 17.303 -12.137  -0.15
O 6.416 17.219 -10.815  -0.15
C 7.301 16.978 -9.839  0.55
O 8.538 17.288 -9.895  -0.64
O 6.679 16.326 -8.881  -0.05
C 7.354 16.043 -7.621  -0.79
H 6.297 15.161 -12.347  0.22
H 8.060 15.528 -12.610  0.36
H 6.910 15.827 -13.792  0.41
H 6.124 17.870 -12.721  0.19
H 7.691 17.990 -12.203  0.35
H 8.063 16.839 -7.391  0.40
H 7.739 15.023 -7.651  0.30
H 6.588 16.069 -6.846  0.19
C 2.011 18.185 -12.141  -0.66
C 2.962 18.453 -13.311  0.09
O 2.431 17.874 -14.453  -0.13
C 2.529 18.397 -15.681  0.65
O 2.954 19.527 -15.962  -0.62
O 1.883 17.563 -16.436  -0.26
C 1.751 17.799 -17.823  -0.72
H 1.009 18.558 -12.354  0.40
H 2.467 18.666 -11.276  0.18
H 1.917 17.141 -11.844  0.00
H 3.927 17.999 -13.087  -0.31
H 3.063 19.518 -13.522  0.58
H 1.221 16.912 -18.171  0.24
H 2.754 17.774 -18.251  0.33
H 1.228 18.718 -18.087  0.30
C 1.927 18.176 -6.239  -1.22
C 3.376 18.087 -6.837  -0.09
O 3.314 18.855 -8.085  -0.07
C 3.657 20.081 -8.063  0.56
O 4.043 20.825 -7.093  -0.66
O 3.756 20.385 -9.334  -0.20
C 4.140 21.629 -9.781  -0.78
H 1.715 19.245 -6.272  0.37
H 1.804 17.770 -5.235  0.37
H 1.202 17.715 -6.910  0.28
H 3.764 17.079 -6.985  0.14
H 3.973 18.535 -6.043  0.43
H 5.225 21.618 -9.876  0.29
H 3.711 22.413 -9.157  0.34
H 3.609 21.751 -10.725  0.24
C 0.632 8.952 -7.420  -1.12
C 1.775 9.846 -7.033  0.03
O 1.556 10.680 -5.937  -0.12
C 2.365 11.688 -5.467  0.62
O 3.350 12.023 -6.112  -0.64
O 1.956 12.115 -4.294  -0.16
C 2.489 13.311 -3.689  -0.65
H 0.677 7.961 -6.969  0.33
H 0.691 8.761 -8.491  0.32
H -0.313 9.434 -7.168  0.21
H 2.066 10.316 -7.972  0.09
H 2.630 9.278 -6.667  0.30
H 3.563 13.384 -3.515  0.35
H 2.056 13.259 -2.690  0.23
H 2.224 14.174 -4.299  0.23
O 4.214 11.432 -12.131  -0.55
C 3.634 11.169 -13.181  0.87
O 2.355 11.221 -13.481  -0.34
C 1.322 11.703 -12.613  0.76
C 1.104 10.658 -11.475  -1.38
C 4.489 10.557 -14.280  -1.15
H 0.415 11.828 -13.205  0.34
H 1.512 12.706 -12.231  -0.58
H 0.678 9.736 -11.871  0.38
H 0.351 11.014 -10.772  0.41
H 1.968 10.373 -10.875  0.33
H 4.694 9.487 -14.245  0.29
H 5.429 11.102 -14.185  0.32
H 4.003 10.788 -15.227  0.34

The calculation puts the LUMO energy at 0.446 eV. The SMILES is CCOC(=O)OC.CCOC(=O)OC.CCOC(=O)OC.CCOC(=O)OC.CCOC(=O)OC.CCOC(=O)OC.CCOC(C)=O.ClCCl. Its HOMO energy is -10.17 eV. The energy above the lowest of the compared OMol25 structures with the same formula, charge and spin comes out at 382.18 kJ/mol.

=====

No. 2
# C39H36BrN5O4PRu

C39H36BrN5O4PRu as an isolated structure at a distorted geometry (ωB97M-V/def2-TZVPD, the Open Molecules 2025 dataset).

Last column: Mulliken charge in e.
Cartesian coordinates (Å):
Ru -1.044 0.066 0.403  1.02
O -1.013 1.386 3.993  -0.66
C -0.326 0.734 3.244  -0.55
O -0.817 -0.183 2.406  -0.41
C 1.177 0.836 3.268  1.63
C 1.735 1.129 4.512  -0.72
C 3.107 1.181 4.679  -0.84
C 3.939 0.964 3.588  -0.78
C 3.393 0.703 2.342  -0.74
C 2.011 0.623 2.156  -0.09
P 1.393 0.381 0.434  2.98
C 1.967 1.883 -0.422  0.49
C 2.131 1.844 -1.810  -0.73
C 2.519 2.984 -2.501  -0.84
C 2.735 4.173 -1.814  -0.76
C 2.566 4.218 -0.437  -0.77
C 2.184 3.076 0.259  -0.68
C 2.407 -0.931 -0.336  0.80
C 3.721 -0.716 -0.765  -0.42
C 4.452 -1.744 -1.336  -0.99
C 3.880 -3.001 -1.501  -0.79
C 2.568 -3.220 -1.110  -1.14
C 1.836 -2.188 -0.533  -0.47
H 1.064 1.310 5.343  0.55
H 3.529 1.394 5.655  0.41
H 5.015 1.007 3.703  0.47
H 4.059 0.570 1.501  0.34
H 1.959 0.920 -2.351  0.88
H 2.655 2.943 -3.577  0.47
H 3.042 5.063 -2.353  0.42
H 2.729 5.143 0.101  0.48
H 2.048 3.126 1.334  0.37
H 4.165 0.271 -0.701  0.41
H 5.467 -1.560 -1.671  0.45
H 4.455 -3.802 -1.954  0.42
H 2.106 -4.189 -1.267  0.50
H 0.805 -2.354 -0.255  0.21
Br -0.048 -3.180 -6.138  -0.19
C -0.319 -1.954 -4.731  -0.32
C -0.812 -2.397 -3.518  -0.32
C -1.010 -1.487 -2.493  0.19
C -0.722 -0.134 -2.648  -0.44
C -0.226 0.290 -3.880  -0.55
C -0.029 -0.618 -4.916  -0.79
N -0.897 0.748 -1.556  0.93
C -0.927 2.091 -1.749  -0.71
C -0.990 3.003 -0.690  0.36
C -1.019 4.394 -0.935  -1.00
C -1.087 5.266 0.116  -0.60
C -1.140 4.760 1.426  -1.00
C -1.112 3.394 1.609  -0.75
N -1.018 2.514 0.588  0.93
H -1.050 -3.446 -3.379  0.53
H -1.448 -1.820 -1.560  0.26
H 0.050 1.326 -4.042  0.28
H 0.363 -0.277 -5.867  0.44
H -0.933 2.481 -2.758  0.40
H -0.978 4.746 -1.962  0.51
H -1.106 6.337 -0.060  0.45
H -1.209 5.414 2.288  0.51
H -1.166 2.982 2.609  0.54
C -3.702 -5.085 -0.175  -1.06
N -2.551 -4.493 0.526  0.19
C -1.700 -5.272 1.235  -0.23
C -0.647 -4.762 1.889  -1.45
C -0.438 -3.354 1.779  0.84
N -1.230 -2.570 1.040  0.55
C -2.356 -3.109 0.450  -0.31
O -3.206 -2.439 -0.134  -0.69
N 0.605 -2.797 2.399  -0.13
H -3.456 -6.109 -0.448  0.40
H -3.913 -4.508 -1.062  0.33
H -4.586 -5.078 0.459  0.30
H -1.929 -6.329 1.252  0.40
H 0.012 -5.392 2.471  0.48
H 1.158 -3.341 3.036  0.24
H 0.600 -1.794 2.499  -0.04
C -4.978 1.491 -0.559  -0.98
O -3.591 1.039 -0.593  0.08
C -3.043 0.431 0.387  0.64
C -3.849 0.135 1.599  -1.30
H -5.104 2.228 0.224  0.39
H -5.641 0.644 -0.415  0.38
H -5.138 1.939 -1.528  0.26
H -4.734 0.754 1.704  0.64
H -3.222 0.218 2.480  0.19
H -4.149 -0.916 1.508  0.25

As for the multiplicity: 5. The calculation puts the LUMO energy (alpha / beta) at -2.210 / -3.978 eV. Its net charge is +1. Its HOMO energy (alpha / beta) is -8.32 / -10.34 eV. The energy above the lowest of the compared OMol25 structures with the same formula, charge and spin comes out at 2.46 kJ/mol.

=====

No. 3
# C3H8O2S

A 2-piece molecular cluster, C3H8O2S overall at a distorted geometry (ωB97M-V/def2-TZVPD, the Open Molecules 2025 dataset).

Last column: Mulliken charge in e.
Cartesian coordinates (Å):
C -0.011 1.905 -0.423  -0.79
C -1.108 -1.748 -0.476  -0.50
C -0.575 0.495 0.044  0.74
O -0.591 0.239 1.234  -0.59
O -0.973 -0.378 -0.847  -0.36
S 2.256 -0.854 0.557  -0.32
H -0.528 2.748 -0.017  0.32
H 0.090 1.930 -1.478  0.30
H 0.922 1.986 0.139  0.16
H -0.056 -2.205 -0.567  0.17
H -1.801 -2.102 -1.206  0.26
H -1.465 -1.752 0.648  0.31
H 1.372 -0.648 1.498  0.21
H 2.467 0.384 0.894  0.10

The calculation puts the LUMO energy at 0.827 eV. The SMILES is COC(C)=O.S. Its HOMO energy is -9.63 eV. The energy above the lowest of the compared OMol25 structures with the same formula, charge and spin comes out at 112.59 kJ/mol.

=====

Which of these has the lowest energy above the lowest of the compared OMol25 structures with the same formula, charge and spin? C39H36BrN5O4PRu

=====

Among the records above, which one has the lowest energy above the lowest of the compared OMol25 structures with the same formula, charge and spin? C39H36BrN5O4PRu

=====

Number 3 is which compound? C3H8O2S

=====

Which of these has the highest energy above the lowest of the compared OMol25 structures with the same formula, charge and spin? C29H58Cl2O20